# 1
{
  "formula": "C24H24ClN3O4S3Sn",
  "method": "ωB97M-V/def2-TZVPD",
  "elements": ["Sn", "C", "C", "N", "C", "C", "C", "C", "C", "C", "C", "N", "C", "C", "C", "C", "C", "C", "C", "C", "N", "C", "H", "H", "H", "H", "H", "H", "H", "H", "H", "H", "H", "H", "C", "C", "S", "C", "C", "S", "C", "C", "S", "H", "H", "H", "H", "H", "H", "H", "H", "H", "H", "H", "H", "O", "Cl", "O", "O", "O"],
  "coordinates": [[-0.66420, -0.53149, 0.36706], [2.25394, -4.23749, 1.56606], [1.22383, -3.29308, 1.45894], [0.93071, -2.65109, 0.34062], [1.64421, -2.92356, -0.75789], [2.66736, -3.88958, -0.76672], [2.97732, -4.54265, 0.44597], [3.31092, -4.21172, -1.98477], [2.93024, -3.63806, -3.18587], [1.95864, -2.65593, -3.19194], [1.37636, -2.18977, -1.98276], [0.55499, -1.15027, -1.90579], [0.46728, -0.21534, -2.85178], [1.52071, 0.11492, -3.73966], [1.32263, 1.00521, -4.77957], [0.08336, 1.59918, -4.93541], [-0.96427, 1.39850, -4.00496], [-2.20513, 2.06548, -4.11029], [-3.13783, 1.87671, -3.12973], [-2.81264, 1.05323, -2.04062], [-1.67210, 0.39337, -1.92906], [-0.76211, 0.54614, -2.90562], [2.44984, -4.71315, 2.51593], [0.61324, -3.05149, 2.32305], [3.77274, -5.27672, 0.47194], [4.07682, -4.97865, -1.97833], [3.36023, -3.98887, -4.11312], [1.56583, -2.29091, -4.13205], [2.51301, -0.25488, -3.51555], [2.13729, 1.26748, -5.43920], [-0.08129, 2.28722, -5.75643], [-2.39802, 2.71284, -4.95640], [-4.10215, 2.36264, -3.16046], [-3.51280, 0.94883, -1.22129], [-2.42258, 0.22642, 3.94998], [-3.41717, 0.34582, 2.79731], [-2.93586, 1.45141, 1.46093], [-2.88159, 3.06274, 2.29827], [-1.67273, 3.41952, 3.16638], [-0.08407, 3.02648, 2.40045], [0.83248, 2.26497, 3.74881], [0.30273, 0.96950, 4.39073], [-0.73113, -0.14501, 3.39423], [-2.74928, -0.57932, 4.60726], [-2.39423, 1.13467, 4.54445], [-4.39466, 0.63806, 3.18310], [-3.55469, -0.62984, 2.32344], [-3.79230, 3.12186, 2.89795], [-2.99649, 3.79200, 1.49647], [-1.73022, 2.94332, 4.14174], [-1.71744, 4.49476, 3.34372], [0.99941, 2.98838, 4.54805], [1.80822, 2.07477, 3.30234], [-0.27935, 1.18570, 5.28631], [1.14957, 0.36736, 4.71735], [1.69248, -0.08333, 1.15981], [1.91411, 1.00546, 0.20252], [2.70620, 0.55189, -0.88922], [2.43553, 2.15401, 0.82039], [0.51411, 1.27134, -0.30709]],
  "atomic_forces_ev_per_a": [[-0.2614, 0.3201, 0.1421], [-0.0012, -0.0103, -0.0166], [-0.0483, -0.0021, -0.0150], [0.1076, 0.0954, 0.0494], [0.0472, -0.0881, 0.0169], [0.0008, -0.0403, -0.0186], [-0.0077, 0.0105, 0.0182], [-0.0147, 0.0314, -0.0258], [0.0038, -0.0332, 0.0514], [-0.0019, 0.0184, -0.0225], [0.0258, 0.0013, -0.0655], [-0.0639, -0.1022, -0.0085], [0.0872, -0.0480, -0.0184], [0.0131, -0.0342, 0.0486], [-0.0905, 0.0570, 0.0038], [0.0693, -0.0356, -0.0056], [-0.0110, 0.0552, -0.0044], [-0.0066, -0.0386, 0.0188], [0.0139, 0.0088, -0.0069], [-0.0169, 0.0087, 0.0108], [-0.0455, -0.0072, -0.0835], [0.0107, 0.0836, -0.0495], [0.0018, -0.0002, -0.0001], [0.0133, 0.0076, 0.0071], [-0.0022, -0.0038, 0.0067], [-0.0036, -0.0062, 0.0106], [-0.0030, 0.0173, -0.0095], [0.0137, 0.0091, 0.0006], [-0.0053, -0.0151, -0.0239], [0.0106, -0.0151, 0.0036], [-0.0041, 0.0081, 0.0045], [-0.0006, 0.0093, 0.0046], [-0.0014, -0.0002, -0.0064], [-0.0064, -0.0353, 0.0132], [-0.0599, -0.0751, -0.0593], [0.1105, -0.1854, 0.0398], [-0.1067, 0.1429, 0.0260], [-0.0704, 0.0025, -0.0093], [-0.0226, 0.0379, 0.0352], [-0.0173, -0.0273, -0.0366], [0.1013, -0.0671, 0.0133], [-0.1165, 0.1006, 0.0104], [0.2118, -0.2146, 0.1969], [0.0197, 0.0049, 0.0097], [0.0029, 0.0109, -0.0232], [0.0166, 0.0494, -0.0009], [-0.0148, 0.0190, -0.0157], [-0.0119, 0.0493, -0.0266], [0.0686, -0.0357, -0.0499], [0.0318, -0.0209, -0.0119], [-0.0137, -0.0049, 0.0474], [-0.0233, 0.0211, -0.0155], [-0.0196, 0.0142, -0.0378], [-0.0291, -0.0190, -0.0158], [-0.0034, 0.0121, 0.0162], [0.0358, -0.0332, -0.0098], [-0.2240, 0.0464, -0.0141], [0.0238, -0.0194, 0.0051], [-0.0187, 0.0190, -0.0282], [0.3065, -0.0535, -0.0754]],
  "mulliken_charge": [0.985, -0.924, -0.154, -0.108, 0.509, 0.916, -0.696, -0.646, -1.075, -0.459, 0.153, 0.184, 0.194, -0.296, -1.362, -0.579, 0.933, -0.681, -1.037, -0.282, -0.172, 0.591, 0.438, 0.494, 0.468, 0.453, 0.439, 0.741, 0.737, 0.443, 0.458, 0.472, 0.437, 0.699, -0.744, -1.051, 0.232, -1.090, -0.738, -0.071, -0.659, -0.956, 0.165, 0.559, 0.296, 0.572, 0.285, 0.501, 0.471, 0.260, 0.507, 0.507, 0.340, 0.501, 0.449, -0.536, 1.628, -0.607, -0.569, -0.527],
  "total_charge": 2,
  "orbital_gap_ev": [3.916, 3.915],
  "multiplicity": 1,
  "homo_energy_ev": [-12.936, -12.936]
}



# 2
{
  "formula": "C24H24ClO4PRuSe4",
  "method": "ωB97M-V/def2-TZVPD",
  "elements": ["Ru", "Se", "P", "Se", "C", "C", "C", "C", "C", "C", "C", "C", "C", "C", "C", "C", "H", "H", "H", "H", "H", "H", "H", "H", "H", "H", "Cl", "C", "C", "C", "C", "O", "C", "C", "O", "C", "H", "H", "H", "H", "O", "C", "C", "C", "O", "C", "Se", "C", "Se", "H", "H", "H", "H", "H", "H", "H", "H", "H", "H"],
  "coordinates": [[0.64840, -0.36887, 0.60527], [-1.46850, 1.18255, 0.72286], [-1.84997, 0.35247, -1.25591], [-0.54003, -1.16981, -2.01029], [-3.59577, -0.18859, -1.28652], [-4.59757, 0.74334, -1.00900], [-5.93100, 0.37162, -1.07219], [-6.27328, -0.93631, -1.40410], [-5.27920, -1.86813, -1.66146], [-3.93856, -1.49452, -1.60448], [-1.87524, 1.72088, -2.47963], [-1.42130, 2.99449, -2.16937], [-1.39903, 3.98548, -3.14940], [-1.83070, 3.70477, -4.43559], [-2.28753, 2.42722, -4.75012], [-2.30409, 1.43952, -3.77926], [-4.32420, 1.75824, -0.74016], [-6.70625, 1.09940, -0.86299], [-7.31641, -1.22574, -1.45907], [-5.54427, -2.88931, -1.90977], [-3.14915, -2.20863, -1.80955], [-1.07944, 3.20183, -1.16310], [-1.03805, 4.97693, -2.90196], [-1.80626, 4.47495, -5.19840], [-2.62281, 2.20215, -5.75590], [-2.63815, 0.43702, -4.02503], [1.67716, -7.42295, 2.70386], [1.64814, -5.83365, 1.96075], [2.76936, -5.38392, 1.24002], [2.76869, -4.14854, 0.65897], [1.63998, -3.26817, 0.73034], [1.69928, -2.14642, 0.12378], [0.52386, -3.75776, 1.47504], [-0.67409, -2.98774, 1.64848], [-0.92799, -1.92000, 1.11682], [0.55605, -5.03049, 2.07859], [3.63450, -6.03020, 1.15196], [3.62554, -3.80180, 0.09498], [-1.44204, -3.43308, 2.30812], [-0.31391, -5.37258, 2.63068], [3.69342, -0.42630, 1.25022], [4.27437, 0.74025, 1.77921], [3.28439, 1.89370, 1.96897], [4.18663, 3.02160, 2.51503], [3.49522, 4.23230, 2.81899], [2.20386, 1.62698, 3.02563], [1.16425, -0.04114, 2.99964], [2.64564, 2.43476, 0.67182], [1.96295, 1.20765, -0.69978], [4.36145, -1.09097, 1.07735], [5.07566, 1.10068, 1.11758], [4.71632, 0.52784, 2.76291], [4.98632, 3.21227, 1.78903], [4.65085, 2.70231, 3.45012], [2.98693, 4.48100, 2.04008], [1.47334, 2.42683, 2.98368], [2.66115, 1.65001, 4.01789], [3.37374, 3.06084, 0.14299], [1.78735, 3.05376, 0.93140]],
  "atomic_forces_ev_per_a": [[-1.4062, -1.0569, -1.6220], [0.8282, -0.5337, 0.0869], [-0.1901, 0.3932, -0.4035], [0.2341, 0.3774, 0.6133], [-0.0528, 0.0150, -0.0296], [0.0024, -0.0716, -0.0068], [0.0544, -0.0042, 0.0048], [0.0399, -0.0013, 0.0055], [0.0418, 0.0421, 0.0175], [-0.0885, -0.0048, -0.0069], [-0.0009, -0.0159, -0.0696], [-0.0362, 0.0467, -0.0709], [-0.0238, -0.0738, 0.0555], [-0.0037, -0.0382, 0.0153], [0.0016, -0.0149, 0.0446], [0.0030, 0.0539, 0.0637], [-0.0241, -0.0142, -0.0299], [0.0280, -0.0159, -0.0034], [0.0286, 0.0069, 0.0146], [0.0194, 0.0298, 0.0028], [-0.0202, 0.0112, 0.0028], [0.0348, -0.0111, -0.0173], [0.0035, -0.0359, 0.0003], [-0.0108, -0.0264, 0.0295], [0.0108, -0.0001, 0.0284], [0.0109, 0.0289, -0.0125], [0.0085, 0.1134, -0.0686], [0.1550, -0.1005, -0.0197], [-0.0304, -0.0877, 0.0709], [-0.1074, 0.0234, -0.1846], [0.0912, -0.1108, 0.0242], [0.0440, 0.5884, 0.5330], [0.1645, 0.0327, 0.2731], [0.0516, -0.4306, -0.0253], [0.0250, 0.7584, 0.6261], [-0.1234, 0.0522, 0.0408], [-0.0068, 0.0230, 0.0211], [-0.0071, 0.0088, 0.0100], [-0.0379, -0.1202, -0.1603], [0.0487, 0.0460, -0.0037], [-0.1460, 0.1202, 0.0915], [0.1197, -0.0795, -0.0891], [-0.1399, -0.0345, -0.0688], [-0.2164, 0.2101, 0.0639], [0.1611, -0.1567, -0.0039], [-0.0403, -0.2247, 0.1224], [0.0799, 0.1010, -0.6404], [0.1476, -0.0941, -0.1936], [-0.0123, -0.1316, 0.6658], [0.1596, -0.0070, -0.0141], [0.0317, -0.0121, 0.0100], [0.0580, 0.0308, 0.0365], [0.0219, 0.0604, -0.0233], [-0.0210, 0.0325, 0.0297], [-0.0133, -0.0294, -0.0283], [0.0253, 0.1937, 0.0698], [-0.0074, -0.0060, 0.0219], [-0.0061, -0.0027, -0.0017], [0.0381, 0.1468, 0.1014]],
  "mulliken_charge": [1.171, -0.612, 0.834, -0.398, 0.324, -0.375, -0.630, -0.398, -0.547, -0.306, 0.326, -0.138, -0.582, -0.387, -0.592, -0.505, 0.320, 0.376, 0.364, 0.377, 0.266, 0.210, 0.377, 0.360, 0.371, 0.351, -0.270, 0.171, -0.538, -0.598, 0.443, -0.719, 0.943, -0.358, -0.429, -0.871, 0.397, 0.440, 0.232, 0.363, -0.067, -1.276, 2.153, -1.391, -0.548, -1.335, -0.349, -1.656, -0.279, 0.158, 0.415, 0.362, 0.460, 0.486, 0.364, 0.386, 0.452, 0.413, 0.492],
  "s_squared": 0.764,
  "total_charge": -1,
  "orbital_gap_ev": [6.548, 6.321],
  "multiplicity": 2,
  "homo_energy_ev": [-4.066, -3.812],
  "e_above_lowest_kj_mol": 99.3
}